Entry 1:
{"formula": "C4H6O4", "method": "wB97M-V/def2-TZVPD", "symbols": ["O", "C", "O", "C", "C", "O", "C", "O", "H", "H", "H", "H", "H", "H"], "positions_angstrom": [[1.66, -2.31, -0.15], [1.35, -1.12, -0.10], [2.08, -0.16, -0.95], [0.19, -0.54, 0.73], [-1.11, -0.61, -0.15], [-0.85, 0.54, -1.09], [-0.53, 1.52, -0.07], [0.45, 0.93, 0.91], [1.97, 0.65, -0.56], [0.21, -0.85, 1.82], [-1.69, -1.65, -0.61], [-1.94, -0.57, 0.46], [-0.24, 2.48, -0.61], [-1.54, 1.68, 0.38]], "nbo_charge": [-0.538, 0.761, -0.685, -0.062, -0.137, -0.507, 0.180, -0.546, 0.478, 0.254, 0.251, 0.191, 0.202, 0.158], "smiles": "O=C(O)[C@@H]1COCO1", "energy_ev": -12432.152, "e_above_lowest_kj_mol": 387.9}

=====

Entry 2:
{"formula": "C7H6ClNO", "method": "wB97M-V/def2-TZVPD", "symbols": ["C", "C", "C", "C", "C", "C", "C", "N", "O", "Cl", "H", "H", "H", "H", "H", "H"], "positions_angstrom": [[-0.37, -1.99, 1.78], [0.88, -0.12, -0.93], [0.03, -1.10, -0.43], [1.38, 0.58, 0.21], [2.31, 1.58, 0.48], [0.21, -1.07, 0.92], [-2.53, 0.47, -0.95], [-0.84, -2.87, 2.33], [0.87, 0.02, 1.29], [-3.18, 1.88, -0.40], [0.71, 0.14, -2.03], [-0.45, -1.83, -1.00], [2.74, 1.83, 1.41], [2.62, 2.18, -0.37], [-2.63, 0.31, -1.99], [-1.75, -0.01, -0.30]], "nbo_charge": [0.219, -0.262, -0.244, 0.221, -0.351, 0.154, -0.429, -0.264, -0.372, 0.053, 0.247, 0.245, 0.215, 0.197, 0.180, 0.191], "energy_ev": -23411.165, "e_above_lowest_kj_mol": 365.4}

=====

Entry 3:
{"formula": "C2H12NO2", "method": "wB97M-V/def2-TZVPD", "symbols": ["C", "C", "N", "H", "H", "H", "H", "H", "H", "H", "H", "H", "H", "O", "H", "H", "O"], "positions_angstrom": [[-0.34, -0.20, 2.53], [-0.25, 0.26, 1.10], [-0.56, -0.84, 0.11], [-1.26, -0.76, 2.66], [0.50, -0.80, 2.83], [-0.58, 0.67, 3.13], [-0.94, 1.06, 0.81], [0.69, 0.67, 0.77], [-0.13, -1.75, 0.21], [-0.26, -0.62, -0.85], [-1.57, -0.96, 0.03], [1.56, -0.43, -2.72], [1.60, -1.60, -1.71], [1.47, -0.65, -1.78], [0.75, 2.09, -2.10], [-0.60, 2.23, -2.80], [-0.09, 1.64, -2.23]], "nbo_charge": [-0.642, -0.210, -0.691, 0.222, 0.236, 0.260, 0.230, 0.233, 0.427, 0.481, 0.431, 0.507, 0.479, -0.965, 0.483, 0.490, -0.970], "total_charge": 1, "energy_ev": -7847.541, "e_above_lowest_kj_mol": 58.3}

=====

Entry 4:
{"formula": "C24H24BF4O14", "method": "wB97M-V/def2-TZVPD", "symbols": ["B", "F", "F", "F", "F", "C", "C", "C", "O", "C", "C", "C", "O", "O", "O", "H", "H", "H", "H", "C", "C", "C", "O", "C", "C", "C", "O", "O", "O", "H", "H", "H", "H", "C", "C", "C", "O", "C", "C", "C", "O", "O", "O", "H", "H", "H", "H", "C", "C", "O", "C", "H", "H", "H", "H", "H", "H", "C", "C", "O", "C", "H", "H", "H", "H", "H", "H"], "positions_angstrom": [[-1.95, 5.35, -10.94], [-1.76, 5.20, -9.59], [-3.33, 5.56, -11.11], [-1.17, 6.21, -11.53], [-1.60, 4.07, -11.43], [-0.60, 4.68, -17.35], [-2.10, 5.33, -17.50], [-2.93, 5.64, -16.45], [-3.99, 6.13, -16.58], [-2.35, 5.24, -15.14], [-0.82, 4.83, -14.89], [-0.05, 4.42, -16.12], [1.17, 4.10, -16.07], [-0.18, 4.71, -13.77], [-2.62, 5.57, -18.78], [-0.03, 4.37, -18.20], [-2.93, 5.35, -14.19], [-0.59, 4.86, -12.94], [-3.54, 5.55, -18.64], [3.96, 2.52, -10.61], [4.14, 4.06, -10.54], [2.99, 4.92, -10.26], [3.27, 6.11, -10.14], [1.74, 4.35, -10.22], [1.45, 2.95, -10.57], [2.50, 2.02, -10.64], [2.38, 0.77, -10.69], [0.19, 2.40, -10.70], [5.43, 4.54, -10.45], [4.76, 1.85, -10.54], [0.85, 5.06, -9.89], [-0.50, 3.13, -10.45], [5.20, 5.42, -10.30], [-7.18, 6.68, -5.31], [-7.05, 8.15, -5.82], [-6.17, 8.60, -6.75], [-5.97, 9.78, -7.08], [-5.47, 7.51, -7.44], [-5.52, 6.02, -6.96], [-6.41, 5.65, -5.88], [-6.31, 4.61, -5.30], [-4.85, 4.97, -7.61], [-7.84, 9.14, -5.06], [-7.82, 6.34, -4.48], [-4.75, 7.73, -8.15], [-4.21, 5.38, -8.34], [-7.34, 9.83, -5.14], [-0.68, 2.75, -7.51], [-1.06, 2.25, -6.09], [-0.31, 1.52, -5.45], [-2.38, 2.70, -5.57], [-0.47, 3.80, -7.59], [-1.44, 2.46, -8.02], [0.26, 2.10, -7.85], [-2.95, 2.36, -6.22], [-2.87, 3.55, -5.62], [-2.80, 2.53, -4.51], [-1.45, 8.76, -13.51], [-0.88, 10.17, -13.50], [-1.10, 10.86, -12.50], [0.15, 10.47, -14.55], [-2.41, 8.63, -12.92], [-0.70, 8.18, -13.31], [-1.96, 8.61, -14.49], [0.23, 11.59, -14.57], [-0.16, 10.23, -15.62], [0.98, 9.92, -14.16]], "nbo_charge": [1.314, -0.578, -0.565, -0.534, -0.584, -0.330, 0.380, 0.361, -0.537, -0.465, 0.434, 0.358, -0.494, -0.599, -0.639, 0.238, 0.245, 0.538, 0.492, -0.333, 0.302, 0.398, -0.560, -0.398, 0.367, 0.407, -0.483, -0.618, -0.631, 0.227, 0.267, 0.534, 0.489, -0.262, 0.296, 0.359, -0.508, -0.354, 0.350, 0.374, -0.457, -0.638, -0.636, 0.248, 0.228, 0.534, 0.464, -0.689, 0.602, -0.552, -0.753, 0.242, 0.204, 0.228, 0.231, 0.260, 0.224, -0.700, 0.588, -0.553, -0.727, 0.245, 0.223, 0.215, 0.234, 0.229, 0.247], "total_charge": -1, "energy_ev": -65482.489, "e_above_lowest_kj_mol": 400.3}

=====

Entry 5:
{"formula": "C60H57Br4Ge3NO2PbS2Sb", "method": "wB97M-V/def2-TZVPD", "symbols": ["Pb", "C", "C", "Ge", "C", "C", "C", "C", "Ge", "C", "C", "C", "C", "C", "C", "C", "C", "C", "C", "H", "H", "H", "H", "H", "H", "H", "H", "H", "H", "H", "H", "H", "H", "H", "H", "H", "H", "H", "H", "H", "H", "H", "H", "H", "H", "Br", "C", "C", "Br", "C", "Br", "C", "O", "C", "O", "C", "Br", "S", "C", "N", "C", "Ge", "C", "C", "C", "C", "C", "C", "C", "C", "C", "C", "C", "C", "C", "C", "C", "C", "C", "C", "H", "H", "H", "H", "H", "H", "H", "H", "H", "H", "H", "H", "H", "H", "H", "H", "S", "Sb", "C", "C", "C", "C", "C", "C", "C", "C", "C", "C", "C", "C", "C", "C", "C", "C", "C", "C", "H", "H", "H", "H", "H", "H", "H", "H", "H", "H", "H", "H", "H", "H", "H"], "positions_angstrom": [[0.53, 0.51, -0.10], [0.96, 0.94, 4.88], [-0.11, 0.59, 3.82], [0.12, -1.15, 2.99], [-0.88, -2.40, 4.04], [-0.06, -3.07, 5.16], [2.04, -1.49, 3.08], [2.97, -1.60, 2.11], [2.64, -1.11, 0.26], [4.11, 0.16, -0.05], [5.38, -0.25, -0.83], [2.39, -2.53, -1.02], [3.22, -2.43, -2.31], [4.38, -2.01, 2.44], [5.01, -1.54, 3.59], [6.30, -1.94, 3.92], [6.99, -2.82, 3.10], [6.38, -3.29, 1.95], [5.09, -2.88, 1.62], [0.77, 1.89, 5.37], [1.96, 1.00, 4.43], [1.02, 0.17, 5.67], [-0.16, 1.36, 3.04], [-1.10, 0.57, 4.28], [-1.29, -3.15, 3.36], [-1.73, -1.85, 4.46], [0.78, -3.63, 4.74], [-0.67, -3.78, 5.73], [0.34, -2.34, 5.87], [2.37, -1.71, 4.11], [4.37, 0.48, 0.96], [3.70, 1.04, -0.54], [5.91, -1.08, -0.36], [6.07, 0.60, -0.87], [5.16, -0.53, -1.86], [1.32, -2.51, -1.24], [2.57, -3.46, -0.48], [3.10, -1.47, -2.81], [2.90, -3.21, -3.02], [4.29, -2.58, -2.13], [4.47, -0.84, 4.24], [6.76, -1.56, 4.83], [8.00, -3.13, 3.35], [6.90, -3.98, 1.30], [4.62, -3.27, 0.72], [-5.54, -2.76, -0.24], [-3.70, -2.77, 0.20], [-2.91, -3.91, 0.02], [-3.66, -5.49, -0.72], [-1.55, -3.90, 0.40], [-0.43, -5.42, 0.27], [-0.96, -2.76, 0.94], [0.26, -2.63, 1.38], [-1.76, -1.61, 1.11], [-1.13, -0.57, 1.68], [-3.10, -1.61, 0.74], [-4.05, 0.00, 1.03], [-2.76, -1.89, -3.00], [-1.52, -1.24, -2.18], [-0.60, -0.77, -1.62], [-0.71, 2.26, -0.10], [0.25, 3.81, 0.53], [2.09, 3.73, 1.21], [2.38, 2.98, 2.36], [3.63, 3.02, 2.96], [4.64, 3.81, 2.40], [4.38, 4.53, 1.24], [3.12, 4.50, 0.65], [-0.71, 4.79, 1.92], [-0.09, 5.31, 3.06], [-0.81, 6.06, 3.99], [-2.16, 6.29, 3.80], [-2.80, 5.78, 2.67], [-2.08, 5.03, 1.75], [0.30, 5.12, -0.95], [0.58, 6.48, -0.71], [0.57, 7.41, -1.75], [0.27, 7.00, -3.05], [-0.02, 5.67, -3.30], [0.00, 4.74, -2.25], [-1.43, 2.01, 0.69], [1.60, 2.36, 2.81], [3.84, 2.43, 3.84], [5.62, 3.84, 2.86], [5.17, 5.13, 0.80], [2.94, 5.08, -0.25], [0.97, 5.14, 3.22], [-0.30, 6.46, 4.87], [-2.72, 6.87, 4.53], [-3.86, 5.96, 2.52], [-2.59, 4.64, 0.87], [0.81, 6.81, 0.30], [0.80, 8.45, -1.54], [0.25, 7.73, -3.85], [-0.27, 5.34, -4.31], [-0.24, 3.70, -2.45], [2.01, 1.40, -2.32], [0.50, 1.30, -4.02], [0.98, 2.97, -5.23], [0.16, 3.31, -6.31], [0.48, 4.38, -7.13], [1.64, 5.11, -6.89], [2.46, 4.78, -5.82], [2.14, 3.71, -4.99], [0.90, -0.29, -5.33], [0.47, -1.58, -5.02], [0.71, -2.62, -5.92], [1.39, -2.37, -7.11], [1.83, -1.08, -7.41], [1.59, -0.04, -6.52], [-1.58, 1.41, -3.97], [-2.24, 0.91, -5.09], [-3.62, 1.05, -5.18], [-4.32, 1.67, -4.15], [-3.65, 2.14, -3.03], [-2.27, 2.02, -2.92], [-0.75, 2.74, -6.50], [-0.16, 4.64, -7.97], [1.89, 5.95, -7.53], [3.36, 5.36, -5.62], [2.77, 3.47, -4.14], [-0.07, -1.79, -4.10], [0.37, -3.62, -5.68], [1.58, -3.18, -7.80], [2.36, -0.89, -8.33], [1.93, 0.96, -6.76], [-1.70, 0.39, -5.88], [-4.15, 0.66, -6.04], [-5.40, 1.77, -4.22], [-4.21, 2.60, -2.21], [-1.75, 2.34, -2.02]], "lowdin_charge": [1.008, -0.168, -0.300, 0.803, -0.280, -0.161, -0.153, -0.336, 0.826, -0.381, -0.148, -0.359, -0.164, -0.243, -0.043, -0.088, -0.103, -0.088, -0.054, 0.068, 0.032, 0.060, 0.035, 0.071, 0.070, 0.077, 0.067, 0.061, 0.056, 0.073, 0.052, -0.037, 0.052, 0.067, 0.049, 0.035, 0.059, 0.037, 0.066, 0.055, 0.107, 0.098, 0.095, 0.099, 0.103, 0.666, -0.780, -0.762, 0.680, -0.633, 0.735, -0.476, -0.212, -0.422, -0.305, -0.641, 0.765, 0.635, -0.901, -0.037, -0.489, 0.813, -0.282, -0.120, -0.090, -0.101, -0.091, -0.096, -0.264, -0.100, -0.099, -0.109, -0.098, -0.102, -0.259, -0.112, -0.098, -0.100, -0.085, -0.106, -0.082, 0.066, 0.094, 0.095, 0.096, 0.092, 0.089, 0.094, 0.093, 0.095, 0.102, 0.100, 0.094, 0.094, 0.091, 0.034, 0.130, 1.323, -0.364, -0.120, -0.088, -0.091, -0.083, -0.133, -0.345, -0.111, -0.069, -0.086, -0.087, -0.113, -0.364, -0.160, -0.096, -0.080, -0.059, -0.117, 0.094, 0.101, 0.099, 0.105, 0.069, 0.058, 0.111, 0.100, 0.100, 0.092, 0.096, 0.102, 0.103, 0.108, 0.026], "total_charge": -1, "energy_ev": -551904.099, "e_above_lowest_kj_mol": 238.7}